# 1
The following is a DFT calculation (ωB97M-V/def2-TZVPD) of C2H3I3 as an isolated structure in a non-equilibrium geometry.

The geometry in XYZ format:
```
8
Properties=species:S:1:pos:R:3:forces:R:3:lowdin_charge:R:1
C 0.169 1.282 -0.658 -2.727 0.262 0.898 -1.27
C -0.048 -1.696 1.515 0.771 -0.142 0.111 -0.96
I 0.671 0.475 -2.473 -0.089 -0.658 -0.825 0.78
I -2.000 -1.656 0.527 0.894 -0.294 0.105 0.50
I 0.868 0.360 1.062 0.606 -0.947 1.094 1.11
H 0.525 2.270 -0.712 0.654 1.185 0.391 -0.07
H -0.937 1.380 -0.341 1.479 -0.479 -1.424 0.00
H 0.752 -2.416 1.080 -1.588 1.074 -0.349 -0.09
```
Forces are in eV/Å.

Summary:
Energy: -26420.058 eV
ΔE to the lowest compared entry with this formula, charge and spin: 99.5 kcal per mole
LUMO energy: -0.3 eV

# 2
The following is a DFT calculation (ωB97M-V/def2-TZVPD) of a 9-piece molecular cluster, C24H44NO27S3 overall in a non-equilibrium geometry.

The geometry in XYZ format:
```
99
Properties=species:S:1:pos:R:3:forces:R:3:lowdin_charge:R:1
N -0.607 0.245 -1.363 2.733 1.445 1.845 -0.54
O 0.207 -0.683 -1.703 -0.780 1.761 -0.301 -0.08
O -0.200 1.521 -1.242 -1.096 -3.672 -1.005 -0.12
O -1.700 -0.086 -0.912 -0.838 0.297 -0.325 -0.06
O -2.606 -4.546 -3.535 -0.527 -0.673 3.347 -0.31
S -2.488 -4.922 -2.096 1.446 -2.417 -5.483 0.69
O -3.185 -6.036 -1.512 -0.939 1.050 -0.053 -0.29
O -0.922 -5.483 -2.000 -1.038 2.985 0.435 -0.28
C -0.415 -6.688 -2.477 0.210 -3.180 2.797 -0.33
C 0.899 -6.794 -1.816 4.141 -4.028 2.403 -0.13
C -2.552 -3.472 -1.139 7.104 -2.856 1.091 -0.10
H -0.193 -6.932 -3.485 -1.052 0.920 -1.583 0.11
H -0.838 -7.618 -1.950 -0.861 1.417 -1.345 0.14
H 0.864 -7.194 -0.696 -0.277 1.465 -2.023 0.11
H 1.590 -5.959 -1.857 -0.168 0.307 -0.141 0.04
H 1.557 -7.758 -2.234 -1.787 2.470 0.439 0.14
H -1.571 -2.905 -1.284 -1.647 -0.315 0.011 0.10
H -2.528 -3.952 -0.185 0.205 0.140 1.234 0.06
H -3.394 -2.995 -1.197 -4.772 2.910 -1.148 0.02
O -3.471 -1.799 5.152 1.237 1.797 -2.212 -0.32
S -2.608 -1.089 4.178 0.585 -3.190 2.105 0.65
O -2.626 0.334 4.048 -0.079 -0.082 0.159 -0.29
O -1.067 -1.645 4.542 -0.801 1.167 1.008 -0.30
C -0.509 -1.280 5.891 0.241 -1.013 1.869 -0.18
C 0.859 -2.067 6.056 -3.421 1.293 -2.498 -0.04
C -2.721 -1.817 2.540 1.966 0.045 -2.293 -0.14
H -1.229 -1.477 6.829 1.198 0.093 -2.578 0.16
H -0.245 -0.231 5.929 -0.404 0.333 -0.377 0.10
H 1.606 -1.658 5.451 0.866 0.438 -1.629 0.06
H 0.697 -3.076 5.894 -0.419 -2.103 -1.258 0.05
H 1.339 -2.147 6.927 0.999 0.765 4.364 0.03
H -1.993 -2.617 2.278 -0.231 0.092 1.453 0.07
H -2.273 -1.100 1.747 -1.583 -0.374 1.353 0.09
H -3.677 -2.290 2.290 -0.111 0.863 0.346 0.07
O 4.745 1.826 3.824 0.943 -0.124 -0.328 -0.27
S 4.847 1.992 2.402 -3.327 -1.462 1.673 0.63
O 5.698 1.265 1.544 1.824 -0.868 -0.366 -0.27
O 3.339 1.534 1.841 2.287 3.736 -1.541 -0.26
C 2.774 0.428 2.391 -2.118 -1.617 1.308 -0.30
C 1.362 0.312 1.843 4.760 -1.901 -2.882 -0.02
C 5.005 3.654 1.992 -7.386 0.007 3.058 -0.08
H 2.677 0.649 3.458 0.485 -0.942 0.210 0.12
H 3.290 -0.478 2.074 0.489 -0.116 0.677 0.13
H 1.457 0.170 0.774 -0.133 1.338 -0.805 0.08
H 0.790 1.019 2.176 -3.440 4.281 1.356 0.03
H 0.926 -0.591 1.944 -1.334 -3.299 1.770 0.05
H 4.903 3.553 0.994 -0.165 1.003 -3.537 0.03
H 5.849 3.952 2.373 4.964 1.603 1.579 0.02
H 4.123 4.264 2.608 2.176 -1.631 -2.017 0.16
C -3.869 1.725 -2.923 1.450 1.848 -1.992 -0.17
C -4.369 1.543 -4.299 0.203 -1.231 -0.444 -0.05
O -5.636 2.184 -4.356 1.316 0.908 -2.307 0.15
C -5.884 2.431 -3.148 -8.909 4.275 6.786 -0.54
O -7.047 2.871 -2.718 5.508 -2.216 -2.380 0.02
O -4.904 2.217 -2.263 -5.189 1.592 1.197 0.10
H -3.188 2.476 -2.835 2.965 1.841 -0.242 0.12
H -3.598 0.977 -2.335 2.065 -4.202 1.358 0.09
H -4.748 0.594 -4.302 0.247 -3.279 -1.000 0.12
H -3.707 1.773 -5.089 0.402 0.381 -0.872 0.14
C 3.345 2.076 -1.504 -2.678 -4.683 -6.253 -0.15
C 4.638 1.336 -1.582 0.356 1.120 0.366 -0.08
O 5.415 2.412 -2.139 2.582 -1.090 0.010 0.09
C 4.709 3.492 -2.422 2.654 2.244 -3.128 -0.62
O 5.134 4.478 -3.018 -0.458 -1.717 1.610 0.11
O 3.470 3.304 -2.154 -3.008 0.053 1.387 0.12
H 3.125 1.997 -0.586 -2.314 1.475 7.146 0.02
H 2.463 1.327 -1.963 1.965 2.534 0.613 0.19
H 4.491 0.486 -2.209 0.881 -0.450 -0.911 0.12
H 5.036 1.015 -0.591 -0.156 0.466 -0.867 0.12
C 2.329 -3.197 -3.209 -4.228 -9.313 -0.800 -0.01
C 0.842 -3.055 -3.641 1.410 -8.203 2.679 -0.01
O 0.767 -4.074 -4.721 -1.472 1.506 0.631 0.09
C 1.963 -4.421 -5.081 0.822 -2.737 -3.550 -0.67
O 2.235 -5.185 -6.003 -0.814 1.010 1.265 0.09
O 2.893 -3.880 -4.371 1.669 1.424 1.705 0.08
H 2.592 -3.925 -2.371 -0.881 1.346 -0.639 0.15
H 2.782 -2.398 -3.156 4.449 8.206 1.002 0.03
H 0.591 -2.174 -3.913 -1.694 5.901 -2.256 0.05
H 0.106 -3.514 -2.947 0.696 0.940 0.020 0.11
C 0.174 4.663 0.561 -0.971 -3.009 0.494 -0.14
C 1.583 5.126 0.274 -0.550 -0.303 -2.724 -0.01
O 2.219 5.196 1.606 6.667 2.286 -9.720 0.15
C 1.454 4.909 2.456 -6.924 -1.864 8.139 -0.70
O 1.741 4.776 3.637 -0.684 -0.053 -1.239 0.12
O 0.169 4.846 1.954 -0.695 -0.114 2.291 0.05
H -0.180 3.600 0.384 1.374 0.641 -0.106 0.12
H -0.654 5.164 0.077 0.243 1.056 0.037 0.13
H 1.301 6.052 -0.236 1.510 0.923 0.890 0.13
H 2.128 4.553 -0.539 -0.114 0.317 1.724 0.14
C -4.215 2.172 1.808 1.254 0.088 0.428 -0.09
C -2.840 2.730 1.415 0.970 -2.441 -2.509 -0.03
O -3.156 3.699 0.268 6.028 -3.115 2.880 0.13
C -4.370 3.889 0.388 -5.550 7.168 -5.995 -0.71
O -4.901 4.779 -0.371 1.043 -3.005 2.966 0.04
O -5.011 3.197 1.236 -2.842 -1.841 2.255 0.11
H -4.259 2.199 2.923 -0.473 -0.186 -0.982 0.13
H -4.461 1.159 1.414 0.033 0.893 0.128 0.14
H -2.113 1.973 1.005 -0.922 0.685 0.058 0.13
H -2.373 3.093 2.282 0.633 1.773 0.691 0.10
```
Forces are in eV/Å.

Summary:
Energy: -114865.042 eV
ΔE to the lowest compared entry with this formula, charge and spin: 66.4 kcal per mole
LUMO energy: 1.6 eV
Total charge: -1

# 3
The following is a DFT calculation (ωB97M-V/def2-TZVPD) of a 3-piece molecular cluster, C23H32F9NO6S overall in a non-equilibrium geometry.

The geometry in XYZ format:
```
72
Properties=species:S:1:pos:R:3:forces:R:3:lowdin_charge:R:1
O 9.799 1.598 0.658 -4.203 -8.406 0.719 0.00
C 9.163 0.427 0.847 2.032 4.097 0.023 -0.21
C 8.446 -0.078 2.233 -2.246 -0.563 -0.845 -0.06
C 7.212 -1.002 1.592 0.382 -0.706 0.450 -0.12
C 7.443 -0.945 -0.059 -1.468 0.415 -0.138 -0.32
C 6.631 0.256 -0.892 -0.851 -0.613 -0.688 -0.11
C 5.121 0.480 -0.304 -0.570 0.334 0.438 -0.20
C 4.016 0.974 -1.431 -0.151 0.332 -0.311 -0.17
C 2.740 -0.046 -1.549 0.043 -0.054 -0.081 -0.09
C 1.563 0.228 -0.392 3.449 1.149 -1.648 -0.21
F 1.132 1.654 -0.634 0.641 -4.479 1.460 -0.01
F 2.238 0.082 0.917 -2.810 0.543 -3.333 0.01
C 0.376 -0.853 -0.700 0.074 -0.512 -3.910 -0.22
F -0.400 -0.340 -1.892 3.143 -1.654 3.770 0.01
F 0.864 -2.209 -1.115 -0.994 4.938 1.543 0.01
S -0.867 -1.122 0.665 -4.394 -2.431 1.951 1.09
F -0.635 0.418 1.372 -0.146 -3.230 -1.640 -0.18
F 0.242 -1.914 1.704 -1.877 2.217 -2.206 -0.18
F -1.209 -2.686 -0.026 0.288 3.107 1.692 -0.21
F -2.143 -0.514 -0.361 2.557 -1.043 2.587 -0.23
F -2.085 -1.414 1.850 2.675 0.662 -2.458 -0.18
C 6.863 -2.280 -0.886 -0.462 -2.198 -0.090 -0.12
C 5.616 -3.078 -0.188 0.898 -1.901 -3.919 -0.01
C 4.982 -4.384 -1.024 3.779 2.773 -2.249 -0.02
C 5.705 -4.708 -2.495 1.132 3.516 3.001 -0.05
C 6.953 -3.737 -2.947 -1.867 0.010 2.171 -0.09
N 7.529 -2.569 -2.201 -4.923 -3.550 2.107 0.04
O 8.898 -0.659 -0.154 -0.687 2.421 1.455 -0.05
H 9.066 -0.800 2.912 -0.734 1.830 -1.500 0.13
H 7.853 0.742 2.866 2.109 -1.439 -1.493 0.14
H 6.181 -0.633 2.020 1.983 -0.628 -1.287 0.11
H 7.341 -2.121 1.979 -0.253 2.365 -1.106 0.13
H 7.232 1.254 -0.971 -1.058 -1.861 0.496 0.13
H 6.504 -0.140 -2.010 0.492 0.851 2.439 0.12
H 4.644 -0.491 0.202 1.416 2.000 -1.161 0.09
H 5.185 1.293 0.541 -0.223 -1.586 -1.561 0.12
H 3.604 2.051 -1.196 0.941 -2.148 -0.459 0.12
H 4.515 1.022 -2.514 -1.074 -0.172 2.397 0.13
H 3.173 -1.148 -1.430 -1.282 2.270 -0.262 0.14
H 2.208 0.091 -2.608 1.089 -0.418 2.428 0.15
H 5.113 -2.786 0.846 1.446 -0.571 -2.478 0.10
H 4.067 -5.014 -0.639 2.085 1.452 -0.782 0.09
H 5.344 -5.565 -3.209 0.807 1.890 1.667 0.08
H 7.423 -3.983 -4.017 -0.968 0.789 2.749 0.11
C -4.477 1.454 0.192 -0.103 -0.165 0.048 -0.06
C -4.123 2.909 0.424 -0.053 -0.274 0.043 -0.22
O -5.309 3.720 0.509 -0.126 0.579 -0.152 -0.02
C -6.033 3.908 1.636 -1.276 0.911 0.259 -0.52
C -5.778 3.017 2.817 0.359 0.120 0.523 0.01
O -6.932 4.743 1.666 1.648 -1.363 -0.526 0.08
H -5.060 1.044 1.020 0.103 0.026 0.018 0.08
H -3.573 0.851 0.073 -0.332 0.267 0.050 0.05
H -5.092 1.350 -0.709 0.184 0.090 0.063 0.08
H -3.484 3.054 1.302 -0.183 -0.039 -0.022 0.12
H -3.555 3.281 -0.435 -0.292 0.169 0.138 0.13
H -6.476 2.173 2.788 0.084 0.115 -0.015 0.10
H -5.948 3.594 3.730 -0.232 -0.118 -0.235 0.10
H -4.757 2.646 2.878 -0.048 -0.180 -0.137 0.07
C -9.532 1.988 -0.899 -0.254 -0.036 0.006 -0.06
C -8.236 1.559 -0.242 -0.179 0.101 -0.186 -0.23
O -8.492 0.808 0.959 0.355 -0.180 0.516 -0.01
C -8.737 -0.522 0.997 -0.300 -0.789 1.414 -0.51
C -9.044 -1.238 -0.286 0.385 -0.375 -0.397 0.00
O -8.781 -1.115 2.070 0.223 1.403 -1.717 0.08
H -10.133 1.129 -1.207 0.112 0.039 -0.067 0.07
H -9.333 2.605 -1.780 0.005 -0.056 0.125 0.09
H -10.144 2.565 -0.196 0.220 -0.022 -0.105 0.09
H -7.582 1.003 -0.921 -0.151 -0.064 0.087 0.11
H -7.677 2.449 0.064 -0.117 -0.263 0.169 0.11
H -10.129 -1.278 -0.426 0.196 0.017 0.025 0.10
H -8.651 -2.257 -0.217 -0.271 0.143 0.163 0.09
H -8.578 -0.792 -1.162 -0.182 0.146 -0.027 0.07
```
Forces are in eV/Å.

Summary:
Energy: -73420.822 eV
SMILES: O=C1CC[C@](CCCCC(F)(F)C(F)(F)S(F)(F)(F)(F)F)(c2ccccn2)O1.CCOC(C)=O.CCOC(C)=O
LUMO energy: -2.7 eV

# 4
The following is a DFT calculation (ωB97M-V/def2-TZVPD) of C4H4AlCl2GdO4 as an isolated structure in a non-equilibrium geometry.

The geometry in XYZ format:
```
16
Properties=species:S:1:pos:R:3:forces:R:3:lowdin_spin:R:1
Al -2.004 -1.275 -0.530 -1.201 -1.635 -2.293 0.01
Gd 0.238 0.448 0.345 1.125 1.747 -1.840 7.22
Cl -1.285 0.327 -2.035 -0.147 -1.225 2.088 -0.03
Cl -0.090 -2.317 0.042 -1.060 1.687 -0.013 -0.04
C 1.428 -0.193 2.301 3.931 -1.634 6.392 -0.03
C -3.928 -0.439 -0.900 -6.226 3.451 -1.408 0.00
C -3.128 -2.726 0.575 -2.744 -4.093 3.302 0.00
O 2.029 -0.431 3.256 -2.810 1.060 -4.483 0.00
O -4.932 0.104 -1.137 5.838 -3.248 1.362 0.00
O -3.698 -3.497 1.215 2.753 3.773 -3.186 0.00
C 2.650 1.950 -0.290 1.225 0.770 1.391 -0.01
O 1.824 1.030 -1.024 -0.590 -1.025 -0.191 -0.11
H 3.256 2.574 -0.951 -0.110 -0.051 -0.201 -0.01
H 3.305 1.425 0.428 -0.034 0.084 -0.427 0.00
H 1.975 2.608 0.264 -0.158 0.355 -0.020 0.00
H 2.360 0.412 -1.558 0.207 -0.016 -0.472 0.00
```
Forces are in eV/Å.

Summary:
Energy: -64828.877 eV
ΔE to the lowest compared entry with this formula, charge and spin: 53.7 kcal per mole
<S²>: 15.9357
Multiplicity: 8
LUMO energy (alpha / beta): -20.8 / -19.0 eV
Total charge: +4